(P)
49
Properties=species:S:1:pos:R:3 method="wB97M-V/def2-TZVPD" orbital_gap_ev="7.14 / 4.48" charge=+2 multiplicity=5
Pt -0.35368 -2.16734 0.40269
S 1.54978 -3.19155 -0.46262
S 2.29155 -4.39915 0.89270
S 1.90208 -3.53763 2.82119
S 0.43782 -2.25174 2.63754
N -7.62040 -0.77838 1.42653
C -6.50328 -0.99628 1.27986
C -5.10618 -1.26749 1.09917
C -4.40854 -0.68448 0.04450
C -3.06548 -0.95912 -0.08758
N -2.40897 -1.77173 0.75830
C -3.08712 -2.33937 1.76931
C -4.43026 -2.11217 1.97570
H -4.90164 -0.02692 -0.65668
H -2.48689 -0.51584 -0.88694
H -2.53055 -2.99626 2.42400
H -4.94131 -2.58658 2.80106
C -2.22086 3.82173 0.33862
C -2.20667 2.82642 1.30951
C -1.37699 1.72750 1.15674
C -0.55662 1.64425 0.03446
C -0.56208 2.63765 -0.94037
C -1.40351 3.72918 -0.77992
As 0.60082 0.13830 -0.16117
C 1.42005 -0.02265 -1.86515
C 0.81740 -0.12832 -3.11053
C 1.62490 -0.29732 -4.22603
C 3.00552 -0.37069 -4.07844
C 3.60265 -0.27058 -2.82769
C 2.81216 -0.09438 -1.70012
C 3.30206 0.05709 -0.30774
C 4.63160 0.03141 0.09315
C 4.95109 0.22330 1.43183
C 3.96101 0.44896 2.38131
C 2.62556 0.46840 2.00203
C 2.31497 0.26680 0.66678
H -2.87107 4.67789 0.45846
H -2.83786 2.91136 2.18394
H -1.36653 0.94928 1.91286
H 0.08135 2.56983 -1.80900
H -1.41595 4.51040 -1.52769
H -0.25866 -0.06763 -3.22255
H 1.18178 -0.36993 -5.20960
H 3.62795 -0.50215 -4.95334
H 4.68020 -0.31828 -2.74565
H 5.42277 -0.12033 -0.62887
H 5.98930 0.21409 1.73569
H 4.23280 0.62335 3.41360
H 1.85391 0.66709 2.73616

---

(Q)
49
Properties=species:S:1:pos:R:3 method="wB97M-V/def2-TZVPD" orbital_gap_ev="7.47 / 4.84" charge=+2 multiplicity=5
Pt -1.61506 -1.94469 -0.57123
S -2.18104 -1.39960 -2.71840
S -3.36338 -2.69262 -3.59807
S -3.88263 -4.29970 -2.22581
S -3.03952 -3.95913 -0.52086
N -0.21215 -4.07303 6.44302
C -0.41053 -3.72792 5.36377
C -0.64959 -3.29096 4.01156
C -0.10478 -3.98748 2.93964
C -0.35418 -3.53650 1.66122
N -1.09766 -2.44130 1.41747
C -1.62075 -1.77057 2.45865
C -1.42455 -2.16353 3.76323
H 0.50133 -4.86860 3.10033
H 0.04696 -4.05356 0.80119
H -2.21931 -0.90264 2.22425
H -1.86867 -1.60706 4.57649
C 3.00180 3.47161 2.12385
C 3.50521 2.57831 1.17952
C 2.69143 1.59386 0.64880
C 1.35100 1.56747 1.04211
C 0.84416 2.42350 2.02561
C 1.67425 3.39557 2.54638
As 0.10361 0.39250 0.15120
C -1.06513 1.53895 -0.87002
C -2.12625 2.30752 -0.42386
C -2.76450 3.14643 -1.33047
C -2.33074 3.19599 -2.64583
C -1.26462 2.40571 -3.08027
C -0.62973 1.55122 -2.19549
C 0.48078 0.61412 -2.52182
C 1.07442 0.44293 -3.75873
C 2.08162 -0.50998 -3.92211
C 2.51550 -1.29953 -2.85880
C 1.94842 -1.13350 -1.61076
C 0.95533 -0.16483 -1.45360
H 3.65492 4.22421 2.54767
H 4.53584 2.64882 0.85709
H 3.08366 0.89567 -0.07695
H -0.18224 2.34937 2.36111
H 1.29488 4.09057 3.28412
H -2.45845 2.27146 0.60588
H -3.59685 3.75789 -1.00774
H -2.82810 3.85198 -3.34898
H -0.92987 2.47302 -4.10958
H 0.76171 1.04490 -4.60407
H 2.53181 -0.64177 -4.89849
H 3.29478 -2.03456 -3.00911
H 2.28686 -1.73052 -0.77311

---

(P) (0.0334 hartree below the next structure)

---

(P)
12
Properties=species:S:1:pos:R:3 method="wB97M-V/def2-TZVPD" smiles=C#C[C@@H]1N[C@@H]1C#C orbital_gap_ev=10.38 charge=0
C -0.54752 1.42157 2.12821
C -0.58446 1.09805 0.96793
C -0.72674 0.83037 -0.44632
N 0.41866 0.88056 -1.35524
C -0.21336 -0.41512 -1.09757
C 0.50366 -1.44498 -0.37919
C 1.13127 -2.34667 0.11482
H -0.52776 1.71154 3.15729
H -1.63090 1.25823 -0.87914
H 1.28149 0.94671 -0.81712
H -0.79546 -0.79102 -1.93707
H 1.69113 -3.14924 0.54339

---

(Q)
12
Properties=species:S:1:pos:R:3 method="wB97M-V/def2-TZVPD" orbital_gap_ev=9.43 charge=0
C -0.65218 1.47052 -0.13110
C -1.64839 0.59455 -0.13032
C -3.68036 -0.63350 0.20378
C 0.45520 -0.67240 -0.48732
C 0.31719 0.47926 0.52478
C -0.81969 -0.54290 0.34962
N -2.94053 0.21580 -0.17234
H -0.52968 2.48881 -0.67766
H 0.73494 -0.41352 -1.44588
H 1.22369 -1.34451 -0.10085
H 0.91347 0.61739 1.37897
H -1.14466 -1.46528 0.76247

---

(P) (0.0277 hartree below the next structure)

---

(P)
20
Properties=species:S:1:pos:R:3 method="wB97M-V/def2-TZVPD" orbital_gap_ev="6.83 / 7.23" charge=0
C -0.42993 -2.18472 -0.60982
C -0.52643 -0.82281 -0.99859
C -1.83876 -0.16267 -0.70529
C 0.57410 0.23021 1.94317
C 0.56958 -0.21836 -1.65234
N 2.35227 1.66800 0.46313
N -0.20419 2.17782 0.69941
S 0.86290 1.11415 0.44019
H 0.51974 -2.81342 -0.60525
H -1.26812 -2.68520 -0.25091
H -2.67993 -0.95440 -0.42776
H -1.60777 0.50196 0.19965
H -2.28478 0.47354 -1.38706
H 1.36418 0.36777 2.66614
H -0.19324 0.76849 2.31245
H 0.34442 -0.85104 1.73640
H 0.55548 0.62535 -2.34578
H 1.41462 -0.85630 -1.76531
H 2.90646 0.83053 0.42697
H -0.43062 2.79111 -0.13939

---

(Q)
20
Properties=species:S:1:pos:R:3 method="wB97M-V/def2-TZVPD" orbital_gap_ev="7.61 / 7.52" charge=0
C 2.16733 -0.75464 0.32543
C -0.70420 -1.05372 -1.32898
C -0.01366 1.61823 -1.17632
C -0.50083 0.12032 0.79334
C -0.78913 0.31880 -0.64712
N 2.18728 -1.94190 0.77118
N -1.37761 0.51295 3.04271
S -0.46312 1.31154 1.96744
H 1.38253 0.03549 0.48576
H -1.46178 -1.25191 -2.11880
H -0.92959 -1.75721 -0.57680
H 0.22397 -1.22024 -1.73312
H -0.50226 2.13686 -1.97821
H 0.15201 2.29152 -0.39665
H 0.88427 1.16869 -1.54502
H -0.95275 -0.80472 1.17641
H -1.93608 0.52880 -0.65296
H 1.58150 -2.76862 0.95699
H 3.04890 -0.42729 -0.09733
H -0.74357 0.61020 3.91225

---

(R)
20
Properties=species:S:1:pos:R:3 method="wB97M-V/def2-TZVPD" orbital_gap_ev=8.75 charge=0
C -0.75002 0.20695 -2.55104
C -0.95636 -0.06429 -1.08236
C -0.05349 -0.35922 0.76189
C 1.17399 -0.02134 1.56633
C -0.45896 0.84869 -0.09095
H 0.41444 0.17346 -2.73576
H -1.10044 1.45783 -2.61133
H -1.36620 -0.42633 -3.57257
H -1.94400 -0.34788 -0.77417
H 1.00990 -1.07098 -0.95313
H -0.80841 -0.78175 1.40886
H 1.89768 0.50252 0.93771
H 0.77028 0.97939 2.01847
H 2.80741 -1.73947 1.49862
H 0.82378 -1.76540 2.69244
H 0.46186 1.36684 -0.29263
H -2.05255 1.14732 1.61035
N 0.01877 -1.26618 -0.50953
N 1.67776 -1.09362 2.25190
S -1.56544 2.25345 0.42690

---

(Q) (0.0299 hartree below the next structure)